Here is a molecular structure, C20H27N6O2SSe2Tl from the OMol25 dataset. Energies are from ωB97M-V/def2-TZVPD.

```
59
C20H27N6O2SSe2Tl | the OMol25 dataset | ωB97M-V/def2-TZVPD
Tl 0.01 0.38 -0.14
C -3.35 2.26 0.27
Se -2.21 1.18 1.41
C -3.16 -0.52 1.25
C -3.28 -1.07 -0.16
Se -1.60 -1.78 -0.88
C -2.04 -1.60 -2.77
H -4.39 2.01 0.49
H -3.13 2.10 -0.79
H -3.17 3.30 0.53
H -4.16 -0.33 1.65
H -2.65 -1.20 1.92
H -3.66 -0.33 -0.86
H -3.97 -1.92 -0.16
H -2.98 -2.13 -2.94
H -1.25 -2.08 -3.33
H -2.13 -0.56 -3.05
O 1.85 -0.81 0.07
N 2.01 -1.59 1.09
N 1.07 -1.61 1.93
O -0.01 -0.88 1.82
C 1.19 -2.49 3.08
C 0.37 -2.24 4.17
C 0.47 -3.07 5.27
C 1.38 -4.12 5.27
C 2.19 -4.35 4.17
C 2.10 -3.53 3.05
H -0.33 -1.42 4.15
H -0.16 -2.89 6.13
H 1.46 -4.76 6.14
H 2.89 -5.17 4.17
H 2.72 -3.71 2.18
C 3.05 1.07 -2.17
N 2.52 2.42 -2.05
C 3.43 3.57 -2.02
C 2.49 4.78 -2.14
N 1.17 4.14 -2.11
C 1.26 2.81 -2.11
S -0.16 1.82 -2.23
H 3.69 1.02 -3.05
H 2.24 0.36 -2.30
H 3.62 0.81 -1.29
H 4.13 3.50 -2.85
H 4.00 3.57 -1.08
H 2.62 5.33 -3.07
H 2.59 5.48 -1.31
H 0.29 4.61 -2.23
N 0.24 6.75 1.53
C 0.70 5.71 1.69
C 1.29 4.40 1.81
C 2.41 4.15 2.59
C 2.93 2.87 2.60
C 2.32 1.89 1.83
N 1.23 2.13 1.10
C 0.72 3.36 1.09
H 2.87 4.95 3.17
H 3.81 2.63 3.19
H 2.71 0.88 1.80
H -0.16 3.53 0.48
```

Net charge: +2
ΔE to the lowest compared entry with this formula, charge and spin: 0.00 kcal/mol
Molecular weight: 777.85 g/mol
HOMO level: -13.833 eV
LUMO energy: -6.7 eV
Frontier orbital gap: 7.12 eV

Here is a molecular structure, C20H28Al2ClF8LiN2NaO12 at a distorted geometry from the OMol25 dataset. Energies are from ωB97M-V/def2-TZVPD.

```
75
C20H28Al2ClF8LiN2NaO12 | the OMol25 dataset | ωB97M-V/def2-TZVPD
C 2.51 -5.28 -2.08
C 0.95 -5.16 -1.63
C 0.40 -3.78 -2.34
C -1.01 -3.42 -1.59
O 1.42 -2.78 -2.07
C 1.29 -1.65 -2.89
O 0.42 -1.49 -3.78
N 2.23 -0.54 -2.63
C 1.73 0.33 -1.54
C 0.24 0.30 -1.05
C -0.20 1.28 0.07
C 0.80 2.26 0.72
C 2.29 2.29 0.28
C 2.73 1.32 -0.85
H 3.23 -4.80 -1.32
H 2.72 -4.79 -3.10
H 2.73 -6.39 -2.21
H 0.33 -6.07 -1.90
H 0.97 -4.92 -0.50
H 0.22 -4.00 -3.44
H -1.66 -4.36 -1.62
H -1.53 -2.51 -2.04
H -0.80 -3.22 -0.46
H 3.18 -0.88 -2.45
H -0.55 -0.40 -1.48
H -1.30 1.25 0.40
H 0.37 2.97 1.54
H 3.03 3.00 0.78
H 3.82 1.35 -1.17
Li -0.12 0.73 -4.23
C -1.20 4.33 -3.32
O -0.94 3.60 -2.35
O -0.59 5.39 -3.61
O -2.12 4.12 -4.16
C -1.11 3.87 6.92
C -2.00 4.94 6.31
O -1.33 5.58 5.20
C -1.35 4.91 4.03
O -1.88 3.83 3.87
C -0.66 5.72 2.94
F 0.52 6.23 3.35
F -1.41 6.76 2.53
F -0.39 4.99 1.84
H -0.13 4.30 7.20
H -1.58 3.44 7.80
H -0.91 3.07 6.21
H -2.20 5.71 7.05
H -2.96 4.53 6.00
Na 0.72 -3.16 0.66
O 3.90 -6.87 -4.28
H 4.07 -6.18 -4.94
Al 1.02 5.42 7.72
C -6.16 1.75 2.95
C -5.08 0.67 2.98
C -4.84 0.11 4.39
C -4.40 1.21 5.31
N -4.04 2.07 6.03
H -5.88 2.62 3.55
H -6.32 2.10 1.93
H -7.11 1.36 3.33
H -4.15 1.09 2.59
H -5.37 -0.15 2.32
H -4.07 -0.66 4.36
H -5.76 -0.34 4.78
O 4.34 2.14 -3.17
Cl 3.50 3.06 -3.91
O 3.52 2.70 -5.31
O 4.00 4.41 -3.76
O 2.14 3.00 -3.42
F 4.84 -7.46 -7.12
Al 4.62 -9.22 -7.12
F 3.62 -9.70 -5.73
F 6.20 -10.02 -7.00
F 3.82 -9.72 -8.62
F 4.66 -6.18 -1.75
```

Net charge: -1
Molecular weight: 759.78 g/mol
HOMO level: -3.300 eV
LUMO energy: -2.3 eV
Frontier orbital gap: 0.99 eV